Model w:
Entry from the OMol25 dataset: a cluster of 4 separate species, C4H10NO2 in total (wB97M-V/def2-TZVPD).

Summary:
Net charge: +1

Last column: Löwdin charge in e.
Atoms and positions in Å:
C 3.92 -0.52 0.63  -0.428
C -0.84 -1.37 0.32  0.051
C -0.61 1.04 0.34  0.210
C -0.02 -0.09 -1.71  -0.024
N -0.43 -0.07 -0.36  -0.184
O 4.95 -0.37 1.10  0.264
O 2.89 -0.55 0.14  0.187
H -5.01 -2.06 1.77  0.002
H -1.62 -1.73 -0.39  0.123
H -0.11 -2.16 0.48  0.117
H -1.42 -1.04 1.13  0.071
H -0.53 1.98 -0.20  0.122
H -0.92 1.12 1.40  0.137
H -5.23 -2.05 0.93  0.002
H -0.23 0.87 -2.37  0.165
H 1.05 -0.21 -1.66  0.089
H -0.42 -0.92 -2.24  0.096


Model x:
Entry from the OMol25 dataset: a cluster of 2 separate species, C4H10NO2 in total (wB97M-V/def2-TZVPD).

Summary:
Net charge: +1

Last column: Löwdin charge in e.
Atoms and positions in Å:
C -0.95 1.15 -1.00  0.059
C -1.13 0.24 0.07  -0.316
C -1.30 -2.11 0.05  0.007
C 2.27 1.22 0.24  -0.083
N -1.41 -0.83 0.67  0.125
O -1.11 1.46 0.39  0.233
O 1.30 0.13 0.35  -0.148
H -0.04 1.15 -1.53  0.108
H -1.57 1.43 -1.85  0.150
H -2.32 -2.56 -0.08  0.136
H -1.03 -1.86 -0.92  0.076
H -0.47 -2.70 0.47  0.120
H 1.96 1.91 -0.61  0.100
H 3.35 0.94 0.09  0.101
H 2.28 1.79 1.19  0.084
H 1.69 -0.57 0.85  0.082
H -1.51 -0.80 1.63  0.165


Model y:
Entry from the OMol25 dataset: a cluster of 2 separate species, C4H10NO2 in total (wB97M-V/def2-TZVPD).

Summary:
Net charge: +1

Last column: Löwdin charge in e.
Atoms and positions in Å:
C 2.20 -0.20 0.49  -0.140
C -2.06 0.75 0.64  -0.040
C 1.67 -0.94 -0.49  -0.140
C -2.21 0.88 -0.79  0.006
N -1.06 0.11 1.12  0.244
O 3.47 0.38 0.34  0.000
O 0.45 -1.57 -0.31  -0.031
H 1.91 -0.10 1.42  0.072
H -2.61 1.47 1.26  0.164
H 2.14 -1.12 -1.48  0.149
H -2.25 1.88 -0.99  0.087
H -3.16 0.61 -1.08  0.092
H -1.55 0.22 -1.32  0.103
H -0.75 0.21 2.08  0.162
H -0.41 -0.50 0.63  0.065
H 3.85 0.09 -0.53  0.125
H 0.40 -2.17 -0.99  0.084


Model z:
Entry from the OMol25 dataset: the ion C4H10NO2 with charge +1 (wB97M-V/def2-TZVPD).

Summary:
Structure (SMILES): CC=[N+](OC)OC
Net charge: +1

Last column: Löwdin charge in e.
Atoms and positions in Å:
C -0.94 -0.78 -0.20  0.003
C -2.34 -0.29 -0.14  -0.003
C 1.68 -1.59 -0.08  -0.070
C 0.84 2.19 0.20  0.042
N -0.02 0.09 -0.15  -0.059
O 1.40 -0.27 -0.35  -0.044
O -0.29 1.28 0.30  -0.012
H -0.89 -1.83 -0.32  0.149
H -2.97 -1.00 0.53  0.142
H -2.86 -0.12 -1.00  0.067
H -2.50 0.69 0.42  0.120
H 1.69 -2.25 -0.97  0.123
H 1.10 -1.98 0.67  0.062
H 2.77 -1.42 0.30  0.166
H 0.64 3.00 0.93  0.128
H 0.97 2.57 -0.77  0.093
H 1.70 1.70 0.61  0.092


model w (10.3 kcal/mol below the next structure)


Model w:
Entry from the OMol25 dataset: the molecule C6H9N3 (wB97M-V/def2-TZVPD).

Summary:
Structure (SMILES): C=Nc1c(C)cnn1C
Net charge: 0

Last column: Löwdin charge in e.
Atoms and positions in Å:
C -0.19 -1.71 -1.29  -0.107
C -0.34 -0.30 -1.06  -0.237
C 0.40 -0.16 0.11  -0.190
C -0.30 1.78 1.30  -0.085
C -0.96 0.76 -1.91  -0.081
C 1.38 -1.60 1.87  -0.022
N 0.50 -2.27 -0.31  0.056
N 0.76 1.15 1.07  0.076
N 0.87 -1.31 0.54  -0.178
H -0.57 -2.20 -2.16  0.102
H -0.26 2.41 2.17  0.061
H -1.25 1.48 0.76  0.096
H -0.45 1.73 -1.81  0.075
H -1.03 0.49 -3.02  0.095
H -2.04 0.86 -1.70  0.073
H 1.70 -2.72 1.92  0.128
H 2.23 -0.99 2.08  0.071
H 0.69 -1.30 2.62  0.065


Model x:
Entry from the OMol25 dataset: a cluster of 2 separate species, C6H9N3 in total (wB97M-V/def2-TZVPD).

Summary:
Net charge: 0

Last column: Löwdin charge in e.
Atoms and positions in Å:
C -2.32 1.14 0.83  -0.142
C -1.37 -0.67 0.28  -0.128
C 2.34 -1.06 2.10  -0.085
C 1.82 -1.60 1.03  -0.089
C -0.09 0.13 -1.58  -0.035
C -0.01 1.24 -2.54  -0.117
N -2.28 -0.24 1.09  0.099
N -1.59 1.47 -0.20  0.088
N -0.90 0.39 -0.57  -0.177
H -3.05 1.79 1.20  0.093
H -0.92 -1.67 0.26  0.120
H 1.88 -0.17 2.52  0.052
H 3.18 -1.41 2.66  0.038
H 2.34 -2.39 0.38  0.094
H 0.83 -1.25 0.81  -0.027
H -0.51 2.10 -2.16  0.034
H -0.41 0.83 -3.55  0.126
H 1.04 1.37 -2.56  0.056


Model y:
Entry from the OMol25 dataset: a cluster of 3 separate species, C6H9N3 in total (wB97M-V/def2-TZVPD).

Summary:
Structure (SMILES): CC#N.CC#N.CC#N
Net charge: 0

Last column: Löwdin charge in e.
Atoms and positions in Å:
C -3.65 3.03 -5.76  -0.076
C -3.85 1.60 -6.05  -0.281
N -4.05 0.47 -6.28  0.115
H -2.65 3.04 -5.33  0.081
H -4.36 3.55 -5.12  0.082
H -3.66 3.53 -6.73  0.079
C 1.41 -2.18 -1.63  -0.077
C 1.57 -0.79 -2.03  -0.294
N 1.66 0.33 -2.25  0.121
H 0.73 -2.31 -0.79  0.084
H 2.35 -2.67 -1.39  0.084
H 0.91 -2.60 -2.51  0.081
C 2.29 -0.79 8.13  -0.078
C 2.30 -0.92 6.66  -0.276
N 2.36 -0.99 5.51  0.119
H 2.86 0.04 8.55  0.082
H 2.54 -1.69 8.70  0.078
H 1.23 -0.65 8.32  0.076


Model z:
Entry from the OMol25 dataset: the molecule C6H9N3 (wB97M-V/def2-TZVPD).

Summary:
Structure (SMILES): [H]/N=C\N1CCC(=C)/C1=N/[H]
Net charge: 0

Last column: Löwdin charge in e.
Atoms and positions in Å:
C 2.27 -0.23 1.38  0.097
C 1.22 -0.50 0.56  -0.195
C 0.37 -1.76 0.15  -0.060
C -1.01 -1.07 0.02  -0.186
C -1.69 0.99 -1.03  -0.237
C 0.47 0.59 -0.01  -0.422
H 2.82 -1.05 1.77  0.046
H 2.43 0.85 1.75  0.105
H 0.67 -2.35 -0.70  0.112
H 0.32 -2.43 0.97  0.090
H -1.57 -1.01 0.93  0.109
H -1.92 -1.44 -0.63  0.156
H -2.85 0.88 -0.54  0.186
H -0.49 2.07 -2.10  0.046
H 0.24 2.49 -0.19  0.012
N -0.71 0.18 -0.51  -0.103
N -1.48 1.99 -1.85  0.089
N 0.89 1.80 0.03  0.157


model y (22.0 kcal/mol below the next structure)


Model w:
Entry from the OMol25 dataset: a structure of composition C3H6N2S (wB97M-V/def2-TZVPD).

Summary:
Net charge: +2

Last column: Löwdin charge in e.
Atoms and positions in Å:
C -1.21 1.64 1.25  -0.243
C 0.15 0.34 0.68  -0.239
C 0.93 -0.73 -0.01  -0.023
N -1.01 0.68 0.33  0.059
N 0.16 -0.93 -1.27  0.233
S 0.24 1.74 2.18  1.187
H -2.15 2.20 1.35  0.147
H 0.88 -1.70 0.44  0.159
H 2.00 -0.40 -0.27  0.199
H -0.72 -1.34 -1.09  0.170
H 0.66 -1.50 -1.92  0.184
H 0.06 -0.01 -1.66  0.166


Model x:
Entry from the OMol25 dataset: a structure of composition C3H6N2S (wB97M-V/def2-TZVPD).

Summary:
Net charge: +2

Last column: Löwdin charge in e.
Atoms and positions in Å:
C -0.77 0.73 3.09  -0.076
C -0.49 0.26 1.13  -0.450
C 0.23 -0.39 0.09  -0.118
N -0.44 -0.28 2.43  0.057
N 0.13 0.22 -1.29  0.214
S -0.94 1.90 1.53  1.122
H -0.85 0.87 4.22  0.179
H -0.07 -1.47 0.12  0.197
H 1.31 -0.50 0.42  0.211
H 0.90 0.99 -1.30  0.227
H -0.77 0.81 -1.33  0.209
H 0.38 -0.53 -2.01  0.229


model w (11.0 kcal/mol below the next structure)


Model w:
Entry from the OMol25 dataset: a cluster of 2 separate species, C3H8N2O2 in total (wB97M-V/def2-TZVPD).

Summary:
Net charge: 0

Last column: Löwdin charge in e.
Atoms and positions in Å:
C 1.61 -0.19 -0.64  -0.135
C 0.20 1.71 1.02  -0.005
N -1.54 -1.94 -0.10  0.123
C -0.41 0.38 0.57  -0.585
O -1.54 0.08 1.04  -0.032
O -2.01 -1.74 -1.32  -0.021
N 0.23 -0.40 -0.26  0.009
H -1.25 -1.89 -1.91  0.117
H -2.32 -1.63 0.50  0.070
H 1.92 -1.03 -1.27  0.071
H 2.30 -0.14 0.21  0.077
H 1.74 0.72 -1.24  0.079
H 1.06 1.51 1.67  0.083
H -0.54 2.29 1.57  0.076
H 0.56 2.28 0.16  0.075


Model x:
Entry from the OMol25 dataset: a structure of composition C3H8N2O2 (wB97M-V/def2-TZVPD).

Summary:
Net charge: 0

Last column: Löwdin charge in e.
Atoms and positions in Å:
C -3.01 0.06 -0.06  -0.260
N -3.69 -1.23 -0.17  0.056
C 4.23 -0.21 -0.23  -0.359
O 5.42 0.40 0.34  0.024
O 4.09 -1.35 -0.54  0.102
C -1.59 0.15 0.59  -0.315
N -0.59 1.18 0.39  0.041
H -3.82 0.15 0.66  0.100
H -2.93 0.46 -1.07  0.121
H -3.45 -1.76 -1.02  0.026
H 3.45 0.47 -0.60  0.145
H -1.67 -0.11 1.64  0.127
H -0.89 -0.49 0.05  0.086
H -1.02 2.09 0.66  0.020
H 5.46 0.19 -0.65  0.085


model w (113.8 kcal/mol below the next structure)


Model w:
Entry from the OMol25 dataset: a structure of composition C3H8N2O2 (wB97M-V/def2-TZVPD).

Summary:
Net charge: 0

Last column: Löwdin charge in e.
Atoms and positions in Å:
C -1.59 0.65 1.11  -0.026
N 1.16 0.08 0.43  -0.237
C -0.93 0.14 -0.07  -0.108
N 1.92 -1.08 0.38  -0.024
C -0.18 -0.28 -0.97  0.081
O 1.90 1.25 0.01  -0.099
O -2.07 -0.24 -1.61  -0.215
H 2.13 1.14 -0.93  0.069
H -2.47 -1.09 -1.40  0.009
H 2.58 -1.09 1.16  0.075
H 2.43 -1.21 -0.49  0.068
H 0.36 -0.61 -1.83  0.112
H -1.95 -0.16 1.74  0.100
H -2.43 1.26 0.80  0.100
H -0.87 1.24 1.68  0.095


Model x:
Entry from the OMol25 dataset: the molecule C3H8N2O2 (wB97M-V/def2-TZVPD).

Summary:
Structure (SMILES): NC(=O)CNCO
Net charge: 0

Last column: Löwdin charge in e.
Atoms and positions in Å:
O -1.90 -1.29 0.72  0.066
C -1.59 -0.12 0.66  -0.526
N -2.37 0.88 1.20  0.156
C -0.38 0.36 -0.08  -0.165
N 0.80 -0.36 0.31  -0.045
C 1.92 -0.29 -0.55  -0.311
O 1.56 -0.57 -1.89  -0.055
H -3.21 0.62 1.67  0.101
H -1.87 1.65 1.59  0.088
H -0.62 0.18 -1.13  0.127
H -0.26 1.44 -0.02  0.121
H 0.62 -1.34 0.53  0.119
H 2.30 0.74 -0.48  0.118
H 2.66 -0.99 -0.16  0.123
H 2.33 -0.89 -2.38  0.083


model x (194.4 kcal/mol below the next structure)


Model w:
Entry from the OMol25 dataset: the molecule C3H8N2O2 (wB97M-V/def2-TZVPD).

Summary:
Structure (SMILES): C[C@]1(O)OC1(N)N
Net charge: 0

Last column: Löwdin charge in e.
Atoms and positions in Å:
C -0.37 1.55 0.91  0.011
C 0.05 0.64 -0.33  -0.544
C -0.03 -0.83 -0.27  -0.402
N 0.74 -1.61 -1.18  0.130
N -0.45 -1.59 0.84  0.109
O -1.25 0.22 -0.67  -0.028
O 0.79 1.26 -1.36  0.026
H 0.22 1.31 -2.14  0.116
H 1.48 -1.06 -1.62  0.082
H 1.22 -2.35 -0.67  0.092
H 0.20 -1.57 1.62  0.095
H -1.37 -1.27 1.15  0.093
H -1.20 1.16 1.51  0.072
H 0.53 1.52 1.54  0.068
H -0.56 2.59 0.65  0.080


Model x:
Entry from the OMol25 dataset: the molecule C3H8N2O2 (wB97M-V/def2-TZVPD).

Summary:
Structure (SMILES): C[C@@H](N)OC(N)=O
Net charge: 0

Last column: Löwdin charge in e.
Atoms and positions in Å:
C -1.79 0.22 -0.81  -0.034
C -0.54 0.87 -0.24  -0.440
O 0.62 0.35 -0.81  -0.071
H -0.58 1.96 -0.37  0.136
H -2.31 0.93 -1.46  0.073
H -2.50 -0.15 -0.06  0.079
H -1.54 -0.64 -1.44  0.084
C 1.02 -0.77 0.21  -0.525
N -0.35 0.57 1.21  0.065
N 2.39 -0.75 0.24  0.161
O 0.38 -1.78 0.44  0.057
H 2.83 -1.66 0.21  0.110
H 0.35 1.17 1.66  0.104
H -0.83 -0.26 1.58  0.100
H 2.84 -0.06 -0.35  0.100


Model y:
Entry from the OMol25 dataset: the molecule C3H8N2O2 (wB97M-V/def2-TZVPD).

Summary:
Structure (SMILES): NCC(=O)NCO
Net charge: 0

Last column: Löwdin charge in e.
Atoms and positions in Å:
O -1.81 1.10 0.04  0.037
C -0.68 0.62 -0.02  -0.417
N 0.05 0.56 1.14  0.053
C 1.47 0.32 1.30  -0.259
O 1.81 -1.02 0.95  -0.120
C -0.05 -0.31 -1.26  -0.186
N -1.06 -0.94 -2.06  -0.054
H -0.51 1.00 1.90  0.163
H 2.18 0.88 0.55  0.151
H 1.94 0.47 2.26  0.110
H 1.04 -1.64 1.08  0.111
H 0.77 0.21 -1.83  0.122
H 0.48 -1.31 -0.88  0.129
H -1.27 -0.45 -2.99  0.099
H -2.00 -0.97 -1.69  0.062


model x (9.7 kcal/mol below the next structure)